Entry 1:
BaH12O6 as an isolated structure. Source: the Open Molecules 2025 dataset; level of theory: ωB97M-V with the def2-TZVPD basis set.

As for the energy above the lowest of the compared OMol25 structures with the same formula, charge and spin: 447.0 kcal per mole. The total energy comes out at -13143.14714 eV.

```
! RIJCOSX wB97M-V def2-TZVPD def2/J DEFGRID3
* xyz 2 1
Ba 0.13831 0.08478 0.09413
O 1.77421 1.26963 0.32239
H 2.09095 1.94863 0.91809
H 2.53670 1.04256 -0.20985
O 1.60090 -0.82406 -0.80378
H 1.63123 -1.67352 -1.24392
H 2.19874 -0.27145 -1.30719
O -1.25988 -0.57842 -1.07943
H -1.89809 -1.28946 -1.13726
H -1.41376 -0.05338 -1.86486
O -0.10960 -1.96178 0.39100
H -0.46591 -2.56249 -0.26353
H 0.02629 -2.50546 1.16699
O -1.54169 0.11936 1.18005
H -1.90296 -0.38412 1.90960
H -2.26825 0.66753 0.88370
O -0.46246 1.96190 0.46870
H 0.21592 2.54909 0.80226
H -0.89066 2.46065 -0.22709
*
```

=====

Entry 2:
Be3FNO3 as an isolated structure. Source: the Open Molecules 2025 dataset; level of theory: ωB97M-V with the def2-TZVPD basis set.

The total energy comes out at -11484.49361 eV.

```
! RIJCOSX wB97M-V def2-TZVPD def2/J DEFGRID3
* xyz 4 1
Be -3.47840 1.42679 0.68404
Be 0.66418 -2.25007 0.61768
Be 2.20516 0.35771 -1.43981
N -0.65645 0.61339 0.06023
O -1.40263 -0.17713 0.97847
O -0.82427 1.68383 -0.46277
O 0.76270 0.29751 0.02923
F 2.72971 -1.95203 -0.46707
*
```

=====

Entry 3:
BeBrFNO3 as an isolated structure. Source: the Open Molecules 2025 dataset; level of theory: ωB97M-V with the def2-TZVPD basis set.

The total energy comes out at -80788.28332 eV.

```
! RIJCOSX wB97M-V def2-TZVPD def2/J DEFGRID3
* xyz -1 1
Be 0.01795 -1.88170 -0.11307
Br 1.11287 -1.58881 -2.85807
N -0.91517 1.64539 0.71450
O -0.43480 0.90688 -0.16668
O -1.68436 1.06762 1.52913
O -0.47079 2.78717 0.96256
F 2.37432 -2.93656 -0.06835
*
```

=====

Let's list F_max in order: 13.7; 6.0; 4.5 eV/Å.
Let's list E_HOMO in order: -16.26; -27.86; -5.88 eV.